#w
ORCA calculation (ωB97M-V with the def2-TZVPD basis set) on 2 unconnected molecules or ions with the total composition C10H16.

Calculated values
**E_HOMO**: -0.332 Eh
**Structure (SMILES)**: CCc1ccccc1.CC
**Spin multiplicity**: 1
**Molecular weight**: 136.238 u
**Charge**: 0
**LUMO level**: 0.99 eV

Last column: natural (NBO) charge in e.
Element x y z (Å)
C  0.5272  -2.7885  -0.8723  -0.62
C  -0.2818  -1.7298  -0.1065  -0.42
C  0.4787  -0.6364  0.5928  0.00
C  0.6112  0.6414  0.0528  -0.22
C  1.2915  1.6561  0.7012  -0.21
C  1.8741  1.3733  1.9399  -0.22
C  1.7442  0.1220  2.5131  -0.20
C  1.0262  -0.8604  1.8481  -0.22
H  0.3953  -3.7851  -0.4562  0.21
H  1.5990  -2.6039  -0.7774  0.21
H  0.3149  -2.7347  -1.9295  0.21
H  -0.9167  -1.2501  -0.8550  0.20
H  -1.0117  -2.0734  0.6162  0.21
H  0.1125  0.8456  -0.8906  0.21
H  1.6341  2.5389  0.1803  0.21
H  2.2788  2.2220  2.4690  0.21
H  2.2267  -0.0474  3.4678  0.21
H  0.8986  -1.8200  2.3220  0.21
C  -2.2729  0.8005  -2.7723  -0.60
C  -3.4381  1.5957  -2.1696  -0.61
H  -1.4130  1.4428  -2.9608  0.20
H  -1.9990  0.0691  -2.0320  0.19
H  -2.6288  0.2709  -3.6524  0.20
H  -3.1378  2.2055  -1.3141  0.20
H  -4.2336  0.8883  -1.9497  0.20
H  -3.7793  2.3966  -2.8343  0.20

***

#x
ORCA calculation (ωB97M-V with the def2-TZVPD basis set) on 2 unconnected molecules or ions with the total composition C10H16.

Calculated values
**E_HOMO**: -0.329 Eh
**Structure (SMILES)**: Cc1ccccc1.CCC
**Spin multiplicity**: 1
**Molecular weight**: 136.238 u
**Charge**: 0
**LUMO level**: 0.96 eV

Last column: natural (NBO) charge in e.
Element x y z (Å)
C  0.4853  1.7231  -1.8331  -0.64
C  1.6155  1.0104  -1.1421  -0.05
C  1.8621  1.1690  0.1325  -0.19
C  2.3721  0.2139  1.0386  -0.22
C  2.7657  -1.0064  0.4726  -0.22
C  2.4862  -1.2787  -0.8697  -0.23
C  1.9761  -0.2709  -1.6965  -0.19
H  -0.4335  1.5697  -1.1411  0.22
H  0.1175  1.3534  -2.8466  0.23
H  0.8191  2.7688  -1.6724  0.23
H  1.4400  2.1040  0.6732  0.19
H  2.5375  0.6354  2.0820  0.23
H  3.2703  -1.9653  0.9650  0.22
H  2.7713  -2.2346  -1.3659  0.22
H  1.6124  -0.3952  -2.6948  0.20
C  -2.9291  -0.2452  -0.1828  -0.60
C  -2.6767  -0.1375  1.3071  -0.40
C  -1.3934  -0.9447  1.7751  -0.64
H  -2.9232  -1.3100  -0.3520  0.19
H  -2.2633  0.2996  -0.8630  0.20
H  -3.9661  0.0887  -0.2812  0.20
H  -2.5987  0.8785  1.4891  0.19
H  -3.6569  -0.3467  1.7244  0.20
H  -0.8808  -0.4643  2.6319  0.22
H  -1.6917  -1.9885  1.8084  0.21
H  -0.7177  -1.2266  0.8413  0.21

***

Computed energies relative to the best structure, in hartree: #w 0.0000; #x 0.0751

***

#w
ORCA calculation (ωB97M-V with the def2-TZVPD basis set) on 2 unconnected molecules or ions with the total composition C10H16.

Calculated values
**E_HOMO**: -0.319 Eh
**Structure (SMILES)**: Cc1ccccc1.CCC
**Spin multiplicity**: 1
**Molecular weight**: 136.238 u
**Charge**: 0
**LUMO level**: 1.00 eV

Last column: natural (NBO) charge in e.
Element x y z (Å)
C  1.3612  -1.9441  -3.3702  -0.63
C  0.6901  -1.0465  -2.4449  -0.03
C  -0.5301  -1.4776  -1.8384  -0.22
C  -1.4347  -0.5108  -1.3234  -0.19
C  -0.8692  0.7471  -1.2200  -0.25
C  0.4094  1.1134  -1.7504  -0.18
C  1.2575  0.2510  -2.4820  -0.23
H  0.5846  -2.6087  -3.8295  0.21
H  2.0735  -2.7016  -2.7857  0.21
H  1.9349  -1.5773  -4.2139  0.22
H  -0.8323  -2.5336  -2.0574  0.21
H  -2.4207  -0.8263  -1.0481  0.22
H  -1.2982  1.6492  -0.7115  0.22
H  0.7272  2.1664  -1.5964  0.20
H  2.1815  0.5774  -2.9662  0.23
C  -1.5942  0.6346  3.3698  -0.61
C  -0.4080  0.7008  2.4202  -0.39
C  0.8393  1.0600  3.2896  -0.61
H  -1.4638  1.5960  3.9108  0.20
H  -1.4304  -0.2653  3.9746  0.21
H  -2.5930  0.5960  2.7721  0.21
H  -0.1751  -0.2751  1.8277  0.20
H  -0.5496  1.4197  1.6267  0.19
H  1.1501  0.0599  3.8492  0.20
H  1.6862  1.2452  2.6477  0.21
H  0.7039  1.9501  3.9496  0.20

***

#x
ORCA calculation (ωB97M-V with the def2-TZVPD basis set) on 2 unconnected molecules or ions with the total composition C10H16.

Calculated values
**E_HOMO**: -0.330 Eh
**Structure (SMILES)**: Cc1ccccc1.CCC
**Spin multiplicity**: 1
**Molecular weight**: 136.238 u
**Charge**: 0
**LUMO level**: 0.94 eV

Last column: natural (NBO) charge in e.
Element x y z (Å)
C  0.3827  -2.8133  0.0229  -0.64
C  1.0323  -1.4416  -0.0021  -0.04
C  1.0615  -0.8042  1.1972  -0.19
C  1.5764  0.5537  1.3102  -0.22
C  2.2998  1.0206  0.1975  -0.21
C  2.4817  0.2532  -1.0050  -0.22
C  1.8562  -0.9916  -1.0875  -0.20
H  -0.6366  -2.7265  0.3990  0.22
H  0.8613  -3.4871  0.7166  0.22
H  0.3920  -3.4532  -0.8175  0.22
H  0.6661  -1.2738  2.1401  0.22
H  1.3854  1.2240  2.0952  0.22
H  2.5391  2.2373  0.2385  0.21
H  2.8854  0.6611  -1.8272  0.21
H  2.0945  -1.5689  -1.9470  0.21
C  -3.1149  0.6779  -0.4010  -0.63
C  -1.6422  0.7669  0.2192  -0.39
C  -0.9480  1.9708  -0.2422  -0.62
H  -3.3563  -0.3514  -0.7850  0.20
H  -3.7466  0.8347  0.5584  0.21
H  -3.2742  1.3008  -1.2570  0.21
H  -1.1174  -0.1615  -0.0541  0.20
H  -1.4704  0.6837  1.4031  0.19
H  -1.5566  2.8399  0.1105  0.20
H  -0.6700  2.0499  -1.2818  0.21
H  0.0189  1.9986  0.0989  0.22

***

Computed energies relative to the best structure, in hartree: #w 0.0000; #x 0.0192

***

#w
ORCA calculation (ωB97M-V with the def2-TZVPD basis set) on 2 unconnected molecules or ions with the total composition C10H16.

Calculated values
**E_HOMO**: -0.333 Eh
**Structure (SMILES)**: CCc1ccccc1.CC
**Spin multiplicity**: 1
**Molecular weight**: 136.238 u
**Charge**: 0
**LUMO level**: 1.01 eV

Last column: natural (NBO) charge in e.
Element x y z (Å)
C  0.7470  -0.2944  2.1163  -0.61
C  1.4785  -0.9128  0.9102  -0.43
C  1.5874  0.0122  -0.2724  0.00
C  1.7995  1.3818  -0.1422  -0.23
C  1.7077  2.2438  -1.2187  -0.20
C  1.4194  1.7389  -2.4879  -0.23
C  1.3722  0.3724  -2.6533  -0.19
C  1.3982  -0.4964  -1.5538  -0.22
H  0.1810  -1.0255  2.6958  0.21
H  -0.0019  0.4072  1.7583  0.21
H  1.4182  0.2628  2.7665  0.20
H  2.4299  -1.3790  1.1936  0.22
H  0.8811  -1.7843  0.6406  0.21
H  2.0900  1.7852  0.8229  0.21
H  1.9400  3.2911  -1.0772  0.21
H  1.4788  2.3719  -3.3610  0.21
H  1.3963  -0.0864  -3.6391  0.21
H  1.0935  -1.5245  -1.7247  0.21
C  -3.3757  -1.4715  0.7363  -0.61
C  -2.7396  -0.0733  0.5458  -0.61
H  -2.7511  -2.2550  0.2797  0.20
H  -3.2852  -1.8138  1.7654  0.20
H  -4.3926  -1.5146  0.3697  0.21
H  -3.5207  0.6815  0.5172  0.20
H  -2.2351  0.0201  -0.4107  0.21
H  -2.1168  0.0626  1.4227  0.21

***

#x
ORCA calculation (ωB97M-V with the def2-TZVPD basis set) on 2 unconnected molecules or ions with the total composition C10H16.

Calculated values
**E_HOMO**: -0.332 Eh
**Structure (SMILES)**: CCc1ccccc1.CC
**Spin multiplicity**: 1
**Molecular weight**: 136.238 u
**Charge**: 0
**LUMO level**: 0.99 eV

Last column: natural (NBO) charge in e.
Element x y z (Å)
C  0.1493  2.3271  -2.4154  -0.60
C  -1.0254  1.5691  -1.8068  -0.43
C  -0.7517  1.0468  -0.4346  -0.03
C  -0.0147  1.7695  0.5191  -0.20
C  0.4046  1.3208  1.7569  -0.21
C  0.0420  0.0256  2.0850  -0.22
C  -0.7428  -0.7320  1.2357  -0.23
C  -1.1654  -0.2101  0.0031  -0.19
H  0.9739  1.6173  -2.5802  0.21
H  0.4632  3.2469  -1.9634  0.21
H  -0.0696  2.5858  -3.4652  0.21
H  -1.8855  2.2114  -2.0063  0.22
H  -1.2039  0.6634  -2.3929  0.21
H  0.1146  2.8250  0.2955  0.20
H  1.0190  1.9910  2.3357  0.22
H  0.3008  -0.4643  3.0248  0.21
H  -1.0468  -1.7675  1.3383  0.22
H  -1.9008  -0.7835  -0.5584  0.21
C  1.3675  -3.2482  0.7305  -0.61
C  0.9955  -2.8712  -0.7228  -0.62
H  0.7440  -2.7267  1.4425  0.20
H  1.3570  -4.3361  0.8645  0.20
H  2.3825  -2.9241  0.9464  0.20
H  0.8820  -1.7961  -0.7047  0.21
H  0.1331  -3.4429  -1.0683  0.20
H  1.7811  -2.9294  -1.4842  0.21

***

Computed energies relative to the best structure, in hartree: #w 0.0000; #x 0.0104